1.
DFT (the ωB97M-V functional and the def2-TZVPD basis) results for a molecular structure, C28H43BeBrN2P2S.

Calculated values
Charge = +2

Each line ends with the Mulliken charge.
Atoms and positions in Å:
C  0.1645  0.0581  3.7673  -0.6437
Br  -2.0731  1.5128  -3.8148  -0.0480
C  -1.4238  3.0542  0.3540  1.6477
H  -0.8820  -2.8692  2.5924  0.3526
N  -1.6899  -1.7711  0.8876  0.8624
C  0.5437  1.6851  -2.4965  -0.3235
H  2.0096  -0.4940  4.8225  0.3110
H  -5.3283  4.4595  -0.5365  0.3803
N  4.9768  -4.2813  -5.5410  -0.5284
Be  -0.2083  -1.0544  0.4173  -0.9192
H  -4.1501  2.4276  3.2992  0.4232
C  0.2833  -0.9149  -1.3651  0.8665
H  2.4764  -3.1894  1.2674  0.3177
C  3.3903  -3.0434  -3.5707  0.5260
C  -1.7148  -2.6830  1.9256  -0.0155
C  -0.7962  -0.3076  -2.1107  -0.5708
H  -5.1885  1.1151  2.7585  0.3531
H  0.7711  -2.8190  1.5955  0.0538
P  -3.1793  2.7884  0.7547  -0.3312
C  5.4211  -3.2003  -4.9119  -0.4296
P  0.8017  0.0557  2.0249  1.6973
C  3.7667  -4.7537  -5.2783  -0.3448
H  -3.8292  4.8337  -1.4528  0.3155
H  -1.7376  -0.8649  -2.1322  0.8538
H  3.4143  -5.6226  -5.8292  0.3658
H  -3.2663  2.4611  -1.6357  -0.6453
H  -5.1373  3.9443  -2.2349  0.3950
C  -2.9657  -1.6968  0.2591  -0.6572
H  -3.7802  0.4843  0.9847  -0.0502
H  0.8472  2.4639  1.8053  0.2196
C  -4.1472  1.3902  2.9307  -1.4741
H  1.9462  1.8701  3.0414  0.7349
H  2.8945  -0.8813  2.6959  0.7786
H  6.4196  -2.8657  -5.1865  0.3805
C  2.5145  -2.4546  -2.5407  -0.1603
C  1.5823  -0.3509  -1.6960  1.3248
H  3.3638  2.7815  1.3449  0.4679
C  -4.0063  2.7346  -0.8691  0.5543
H  1.9748  -4.5970  -4.0994  0.3566
H  -0.8733  2.3016  0.9351  -1.3612
S  -3.1609  -3.5734  2.0398  -0.0343
C  1.6554  0.9947  -2.0232  -1.1129
H  -4.8921  -2.7079  0.4656  0.4795
C  -3.3134  1.2191  1.6537  1.7188
H  0.6410  2.7399  -2.6927  0.5662
H  -1.7487  5.2439  0.3537  0.3990
H  -1.2550  2.8468  -0.7148  -0.2281
C  1.6057  1.6915  2.0077  -0.8304
H  0.2927  -2.0168  -1.2744  -0.6053
C  -3.8764  -2.5942  0.7789  -0.4308
C  4.6631  -2.5367  -3.9296  -0.4061
C  0.9445  -0.7593  4.7947  -1.3272
C  -0.6440  0.9296  -2.7680  -0.4618
C  2.9449  -4.1720  -4.3028  -0.5227
C  2.1812  -1.1393  1.8995  -0.6647
H  1.9314  -3.0403  2.9525  0.3071
C  -1.0542  4.4925  0.7547  -1.4168
C  2.6790  -1.2310  -1.9330  -0.9389
C  1.8065  -2.6251  1.9382  -1.0463
H  -3.7677  0.7485  3.7338  0.3625
H  2.4736  2.0021  0.0133  0.1132
H  2.6642  -0.9227  0.9333  0.1574
H  0.8569  -1.8390  4.6289  0.2602
H  0.1795  1.1168  4.0739  0.6420
H  -0.0507  4.7477  0.3959  0.3981
C  -4.6112  4.0836  -1.2823  -1.3237
H  -0.8935  -0.2503  3.7403  0.2957
H  -1.0562  4.6184  1.8445  0.3860
H  2.6396  1.4816  -1.9617  0.8424
H  3.6859  -0.7951  -1.9372  0.4476
H  3.5153  1.0313  1.0907  0.3430
C  2.8035  1.8739  1.0556  -1.2134
H  0.5408  -0.5468  5.7935  0.4306
H  5.0841  -1.6593  -3.4604  0.3295
H  1.6072  -3.0327  -2.3614  0.2496
H  -3.1794  -1.0019  -0.5473  0.5064
H  -4.8004  1.9712  -0.7879  0.4759
H  -2.2773  0.9039  1.8725  -1.1833

---

2.
DFT (the ωB97M-V functional and the def2-TZVPD basis) results for a molecular structure, C6H8NaO6Rb.

Each line ends with the Mulliken charge.
Atoms and positions in Å:
C  0.4853  0.5130  -1.8080  -0.3773
H  1.1474  -3.6616  2.4594  0.2534
C  1.2086  -1.1858  0.9730  0.4404
O  1.4660  -0.0350  1.2708  -0.4813
O  2.0048  -2.2000  1.2803  -0.3281
C  -1.1148  3.1374  -0.2550  -0.6194
O  -0.0502  -1.6124  0.7685  -0.1560
H  -2.1353  3.5746  -0.3136  0.2827
H  1.7875  -4.2056  0.8611  0.2813
H  -0.9666  -3.3756  1.2931  0.2821
O  -1.0125  2.0962  0.6522  -1.0464
H  -0.5650  3.5454  -2.3398  0.3424
C  -0.0813  -3.0553  0.7389  -0.3696
H  -0.1339  -3.4133  -0.2957  0.2887
Rb  1.2982  2.4927  0.6450  1.0186
C  -0.7344  2.6888  -1.6707  -0.0820
H  -0.4557  3.9959  0.0139  0.2140
H  -1.5322  2.0641  -2.0970  0.2557
O  -0.6253  0.0194  -2.0047  -0.5743
C  1.2473  -3.4192  1.3952  -0.2973
O  0.4866  1.9283  -1.6081  -0.2982
Na  -1.7245  0.1081  0.0411  0.9706

---

3.
DFT (the ωB97M-V functional and the def2-TZVPD basis) results for 12 unconnected molecules or ions with the total composition BF4H22O11.

Calculated values
Charge = -1

Each line ends with the natural charge from an NBO analysis.
Atoms and positions in Å:
H  -1.3125  -4.0274  -1.2358  0.4674
F  0.9279  1.4429  0.2011  -0.5813
O  5.4959  1.9141  -0.4244  -0.9454
O  1.6838  5.1879  1.5265  -0.9477
H  2.6526  -0.0557  -4.2259  0.4721
H  2.2247  5.4085  0.7682  0.4642
O  2.3829  0.7377  3.6738  -0.9490
H  3.8702  0.7947  -3.9320  0.4679
H  -1.9146  4.6357  -1.9272  0.4704
O  -1.9749  4.1959  -2.7753  -0.9524
H  2.3680  -1.7785  0.4412  0.4788
H  -1.2527  -3.2281  0.0485  0.4801
H  1.3987  4.2886  1.3645  0.4834
F  -0.2526  0.6402  -1.5014  -0.5804
H  -3.1756  -3.1671  3.2771  0.4787
F  -0.3943  -0.3880  0.5040  -0.5870
O  -5.6826  1.2499  -0.5765  -0.9455
H  -2.5832  -1.9722  -3.6652  0.4749
H  4.5984  1.6074  -0.5538  0.4797
B  -0.2641  0.8618  -0.1463  1.3265
O  3.5446  -0.1041  -3.8819  -0.9399
H  -4.8131  1.2527  -0.1763  0.4799
H  -5.5139  1.1880  -1.5166  0.4654
H  2.9834  -1.9812  -0.9270  0.4747
H  0.3858  -2.7068  3.4404  0.4780
F  -1.2955  1.7517  0.0884  -0.5763
O  -0.1086  -3.0286  4.1942  -0.9456
H  -4.6641  -2.9572  3.0978  0.4612
H  5.7667  1.5206  0.4051  0.4656
O  -2.8343  -2.8810  -3.8304  -0.9444
H  -1.9954  3.2632  -2.5610  0.4818
O  -3.9823  -3.6270  3.0449  -0.9401
H  0.1913  -2.4892  4.9259  0.4676
O  3.1268  -2.1624  0.0018  -0.9538
O  -1.3202  -4.1234  -0.2835  -0.9477
H  1.9510  0.9269  2.8408  0.4865
H  -3.5326  -3.0556  -3.1994  0.4694
H  3.3146  0.8655  3.4954  0.4622

---

4.
DFT (the ωB97M-V functional and the def2-TZVPD basis) results for 6 unconnected molecules or ions with the total composition C44H96BF6N5O4S2.

Calculated values
Charge = +2

Each line ends with the Mulliken charge.
Atoms and positions in Å:
H  -6.2230  -3.4817  -1.5957  0.3956
H  -4.0527  -1.7290  -5.2286  0.5886
H  1.6901  3.2186  2.3996  0.5798
H  -4.0628  -0.2869  -1.8129  0.4808
H  -4.9003  2.6348  -2.1104  0.1599
H  5.1617  4.2774  0.1085  0.1257
H  7.1535  7.1273  -1.6408  0.2919
F  -0.6133  -1.9319  -0.5564  -0.3214
H  -1.6861  -1.2512  -5.3354  0.3642
S  3.5173  -5.3568  -2.6543  1.1072
H  3.0415  9.2655  -3.0465  0.3787
C  -5.0023  0.8224  0.8948  -0.4803
C  -6.1125  -3.0022  -0.6230  -1.7320
O  1.0158  -4.9939  -0.9732  -0.4629
H  -4.0224  -2.8134  -0.9983  -0.1841
H  5.5567  6.1553  -3.4600  0.3628
H  1.5379  -1.4486  2.0102  -0.3867
H  4.3823  -4.2562  2.1046  0.4334
N  -3.1634  0.8975  -3.3115  0.8301
H  -1.1054  2.5964  -2.3171  -0.2849
C  -2.8101  -3.8400  2.3194  0.0113
H  1.7730  -1.8867  6.7479  0.3957
H  -1.5827  -0.4019  -2.5029  -0.7835
O  2.2617  -2.9638  -1.8829  -0.5475
C  1.8603  2.3661  3.0571  -1.0230
H  8.0245  5.6585  -2.3472  0.3854
H  -4.4975  -2.9375  5.2805  0.3820
C  2.7078  1.2454  -1.4953  -1.4559
H  3.1033  0.8709  -0.5511  0.0863
H  -1.0161  4.2125  -4.3086  0.3695
H  1.8293  8.5868  -1.9150  0.3522
H  -1.8653  -2.1197  -3.9333  0.2083
C  3.3861  2.3370  3.1494  0.1649
H  1.4332  2.5582  4.0414  0.3768
F  -0.7338  0.2169  -0.1126  -0.1177
C  2.9931  7.0627  -2.6673  -0.3591
H  -2.3580  5.1081  -3.3940  0.4087
H  -4.6992  -5.3571  -0.2473  0.5722
C  3.7769  4.2291  -1.9301  -1.4125
H  -2.3814  -1.3064  3.7666  -0.2399
H  3.7728  2.8279  2.2563  -0.4833
C  -4.6511  -3.1527  -0.1751  1.7058
H  3.2239  6.7008  -3.6693  0.4720
H  -2.2806  2.2191  -4.6383  0.7733
O  4.5641  -4.3460  -2.8860  -0.6182
C  -3.3619  -1.4594  4.2174  -0.6166
H  -3.8838  -4.9533  3.9285  0.4024
C  -4.9448  1.6693  -1.6065  -0.8876
H  4.8294  7.6182  -1.5275  0.3672
C  -2.8832  2.3351  -3.7375  -1.2625
C  -1.5443  4.3833  -3.3705  -1.6250
C  3.8093  0.8157  3.1086  -0.7797
H  3.0011  -0.7756  1.3384  0.3088
H  -0.9814  -4.8104  0.5621  0.2230
H  3.4112  -2.7033  3.7775  0.3473
N  2.0116  -5.0489  -3.3107  -0.4906
H  1.9002  4.4192  -0.6535  0.2960
C  -3.7260  0.7485  -1.8648  -0.5142
C  2.2114  -0.2043  4.6832  -1.1366
H  0.9367  2.3925  -0.8043  0.1592
B  -1.1746  -0.9836  0.3001  -0.6033
H  -3.9725  0.8866  1.2464  0.0238
H  2.0561  0.6796  5.3019  0.5578
H  -2.8911  0.9775  -1.2025  0.1404
H  -6.7922  -3.4944  0.0725  0.4804
F  3.8419  -6.5526  -3.6802  -0.2825
H  -3.0599  -5.9181  -1.4292  0.3358
F  0.2883  -3.6611  -2.7988  -0.3193
H  -1.7916  -4.0620  2.6378  0.7647
H  3.3997  4.4823  -2.9210  0.4082
C  2.3790  8.4244  -2.8422  -1.5392
H  6.0807  4.5705  -2.9989  0.4280
C  -1.9998  3.0566  -2.7371  0.6155
C  -3.6561  -1.1889  -4.3689  -0.3025
H  -5.2652  -0.1296  0.4336  -0.0221
H  -2.7017  -2.8638  1.8466  -0.6778
C  0.8047  -1.5261  6.4008  -1.5780
C  2.2349  -4.4307  2.0017  -0.7723
S  1.5916  -4.2568  -2.1001  1.2083
C  -1.9548  -4.7532  0.0749  0.0744
H  -4.0401  -1.0929  3.4468  0.2492
H  5.1031  5.8262  0.6427  0.4848
C  1.5245  1.0693  2.4588  0.2306
H  2.1311  6.4106  -2.5271  0.1429
F  -2.5279  -1.0688  0.2339  0.1333
H  4.4855  0.4694  3.8902  0.5017
H  -6.4243  -1.9603  -0.6959  0.3477
H  3.1358  -0.6095  5.0946  0.4822
C  6.9895  5.2801  -0.5362  -0.8935
H  -0.7947  4.7730  -2.6818  0.3882
C  -3.5818  -2.9047  4.6902  -0.6428
N  2.5126  0.0807  3.1530  0.5029
C  -2.1935  -6.0109  -0.7743  -0.7021
H  -3.9540  -1.7723  -3.4977  -0.1259
H  -2.3472  -6.3738  2.3520  0.3429
H  3.7158  -3.2432  0.8376  0.2769
H  -2.5733  3.2111  -1.8232  0.2080
C  -4.4335  -4.5196  0.3977  -1.7737
H  -3.3267  -0.7802  5.0692  0.4580
C  3.5722  -2.3630  2.7546  -0.6290
H  0.4410  -0.6080  6.8623  0.3921
H  -4.8566  2.8297  0.2972  0.3976
H  -0.9946  0.6601  -3.7258  0.5295
C  -5.3051  1.9195  -0.1011  -1.2468
H  1.4138  -3.7573  1.7556  -0.1180
H  -5.8153  1.1843  -2.0482  0.3868
H  -5.1950  0.4802  -3.9144  0.2628
C  7.1531  6.0529  -1.8246  -0.5598
H  -1.2925  -6.1084  -1.3799  0.5801
H  4.6309  -2.1198  2.6638  0.2757
H  0.0376  -2.2902  6.5265  0.3652
H  3.2034  3.5148  0.0838  -0.5941
C  -2.1865  -1.1742  -4.3701  -0.5174
H  7.4304  4.2855  -0.6030  0.3801
H  0.5226  0.7978  2.7913  -0.1254
H  7.5335  5.6993  0.3101  0.3996
H  1.6024  1.0235  1.3725  0.2218
H  1.4189  2.6942  -2.3734  0.7130
H  3.4186  1.3034  -2.3196  0.4804
C  -4.2011  0.2598  -4.3038  -0.7681
C  2.7133  3.7252  -0.8667  0.6434
H  1.2039  -2.1674  4.4930  0.0129
H  -4.0702  0.8091  -5.2362  0.5071
H  -2.7257  -3.1153  5.3312  0.3444
C  -3.0907  -6.3116  1.5574  -0.4335
C  -2.5102  -6.9909  0.3075  -1.1205
H  1.9356  0.5078  -1.7136  0.4622
O  3.7246  -6.0582  -1.3783  -0.5729
H  4.2753  0.6974  2.1303  0.3676
H  2.0238  -4.9302  2.9472  0.4160
H  1.7305  8.4880  -3.7160  0.3846
C  2.5753  -1.2086  2.2435  0.2646
H  2.2338  -5.2341  1.2651  0.4648
C  1.8470  2.5600  -1.3800  -0.2682
H  -4.8310  -3.7988  3.0638  0.3493
C  0.9850  -1.1967  4.9378  0.6242
C  -3.8557  -3.9391  3.5299  -0.7063
H  -6.3468  2.2039  0.0472  0.5177
H  -5.6923  0.9328  1.7314  0.5962
H  -3.7832  2.9234  -3.9159  0.4987
H  -1.9407  -3.8496  -0.5346  -0.6328
C  3.5513  -3.5963  1.8556  -0.8324
C  -1.8578  0.0522  -3.4549  0.4370
N  -3.1087  -4.8139  1.1267  0.9545
H  -4.0564  -6.6891  1.8936  0.4658
H  -3.0648  -7.8791  0.0050  0.4115
H  -4.5848  -2.4221  0.6311  -0.3951
C  5.4892  5.2672  -0.2097  -0.2647
H  4.4754  3.4345  -2.1924  0.5335
H  0.0406  -0.7933  4.5724  0.0065
H  3.5040  6.7812  -0.6342  0.5733
H  3.6983  2.7974  4.0868  0.3675
C  5.8961  5.5701  -2.6054  -0.6963
N  4.7553  5.4477  -1.5803  0.3702
H  -1.4885  -7.3252  0.4878  0.3643
H  -5.1239  -4.5771  1.2393  0.5310
C  4.0453  6.8627  -1.5768  -0.6088
F  -0.6543  -1.2465  1.5329  0.0244

---

| no. | calculated total energy (Ha) |
| --- | --- |
| 1 | -4871.2969 |
| 2 | -871.2216 |
| 3 | -1265.4673 |
| 4 | -3728.7703 |